1.
Computed, not measured: a structure of composition C19H35N2O5SSi2TeV, with ωB97M-V/def2-TZVPD.

XYZ file:
```
66
Properties=species:S:1:pos:R:3:forces:R:3
V 1.221 0.407 -0.787 -0.04 -0.11 -0.22
O -0.968 -0.523 -0.712 0.50 0.14 0.03
C -0.795 -1.857 -0.208 -0.20 -0.05 -0.04
C 0.528 -2.466 -0.649 0.01 -0.01 -0.03
N 1.700 -1.648 -0.328 -0.06 0.26 -0.01
C 2.798 -1.897 -1.279 -0.09 -0.11 0.10
C 2.425 -1.358 -2.691 0.08 -0.07 -0.05
O 2.825 -1.993 -3.662 0.03 0.01 0.05
O 1.737 -0.282 -2.695 -0.12 -0.09 0.21
C 2.020 -1.632 1.102 -0.13 -0.04 0.09
C 1.069 -0.691 1.890 -0.14 -0.10 -0.12
O 0.732 -1.032 3.027 0.10 0.00 0.07
O 0.680 0.357 1.276 0.04 -0.10 -0.09
H -0.890 0.071 0.057 -0.30 -0.14 0.20
H -1.598 -2.466 -0.631 0.00 -0.02 0.05
H -0.920 -1.852 0.877 0.07 0.00 0.00
H 0.506 -2.588 -1.733 -0.01 0.01 0.01
H 0.624 -3.466 -0.198 -0.03 0.00 -0.03
H 3.044 -2.962 -1.352 0.05 0.02 0.00
H 3.672 -1.339 -0.938 0.02 -0.04 0.00
H 3.032 -1.243 1.227 0.01 -0.02 0.00
H 1.953 -2.628 1.553 0.11 0.00 -0.03
S 3.285 1.823 -0.446 -0.24 0.16 -0.10
C 2.097 2.927 -1.062 0.08 0.11 0.02
C 2.346 4.282 -1.349 0.11 -0.03 0.04
C 1.345 5.069 -1.862 -0.07 0.06 -0.03
C 0.082 4.522 -2.102 0.03 -0.10 0.04
C -0.101 3.190 -1.799 -0.15 0.09 -0.02
N 0.859 2.421 -1.286 0.29 0.13 0.00
H 3.337 4.672 -1.161 -0.01 0.01 -0.01
H 1.537 6.112 -2.084 0.01 0.00 0.00
H -0.730 5.104 -2.513 0.01 0.02 -0.01
H -1.054 2.701 -1.967 0.01 0.01 0.00
C -4.948 -2.194 2.402 0.02 -0.03 -0.04
Si -5.084 -0.328 2.280 0.02 0.02 0.00
C -6.898 0.153 2.438 0.01 0.00 0.02
C -4.467 0.247 0.607 0.00 -0.01 0.00
C -4.087 0.464 3.645 -0.06 0.00 0.12
Te -1.966 0.058 3.465 0.17 0.06 -0.14
C -2.081 -1.711 4.669 -0.10 -0.08 0.05
Si -1.081 -1.791 6.255 -0.01 0.07 -0.08
C -1.771 -3.251 7.228 0.05 -0.02 0.03
C -1.363 -0.234 7.260 -0.04 0.00 0.00
C 0.744 -2.070 6.001 0.00 -0.06 0.07
H -5.504 -2.681 1.598 -0.01 0.00 0.00
H -5.337 -2.566 3.352 -0.01 0.01 0.02
H -3.904 -2.505 2.322 0.01 0.00 0.00
H -7.495 -0.305 1.646 -0.01 -0.01 0.00
H -7.023 1.236 2.365 0.00 0.01 -0.01
H -7.312 -0.164 3.398 0.00 -0.01 0.01
H -5.207 0.032 -0.168 0.01 -0.02 -0.02
H -3.532 -0.242 0.331 0.00 0.00 -0.01
H -4.283 1.324 0.597 -0.03 0.02 0.02
H -4.388 0.118 4.637 -0.05 0.03 0.00
H -4.202 1.550 3.647 0.01 0.01 -0.04
H -1.900 -2.575 4.029 0.06 -0.01 0.02
H -3.130 -1.755 4.976 -0.02 -0.04 -0.07
H -2.835 -3.130 7.441 -0.02 0.03 -0.01
H -1.250 -3.362 8.182 0.00 -0.01 0.01
H -1.647 -4.184 6.674 0.00 0.00 -0.01
H -2.421 -0.109 7.504 -0.01 0.00 0.00
H -1.045 0.654 6.711 0.03 -0.01 -0.01
H -0.804 -0.278 8.198 0.00 0.01 0.01
H 0.926 -3.024 5.501 0.00 0.00 -0.01
H 1.234 -2.099 6.979 0.04 -0.01 -0.03
H 1.203 -1.297 5.388 -0.03 0.06 -0.03
```
Positions in Å, forces in eV/Å.

Energy relative to the best compared isomer or geometry (same formula, charge and spin) in kcal per mole: 9.0
LUMO energy (spin up / spin down) in eV: 2.2 / 2.2
DFT total energy in hartree: -3420.168680
Multiplicity: 4
HOMO energy (spin up / spin down) in eV: -3.940 / -4.867
HOMO-LUMO gap (spin up / spin down) in eV: 6.16 / 7.08
Charge: -1


2.
Computed, not measured: a cluster of 2 separate species, C5H15N3 in total, with ωB97M-V/def2-TZVPD.

XYZ file:
```
23
Properties=species:S:1:pos:R:3:forces:R:3
N -1.431 0.003 3.599 -0.31 -0.02 -0.21
C -1.615 -0.247 2.185 1.34 -1.12 -0.41
C -0.750 -1.090 1.553 -0.82 0.74 1.05
N -0.719 -1.429 0.176 -0.44 0.29 -0.42
H -2.342 -0.032 4.069 0.54 0.18 -0.17
H -1.038 0.933 3.733 -0.18 -0.20 0.11
H -2.445 0.286 1.720 0.18 -0.35 -0.44
H 0.052 -1.546 2.135 -0.27 0.19 0.49
H -0.703 -2.439 0.031 0.06 0.33 0.23
H 0.133 -1.045 -0.242 -0.18 -0.14 -0.16
C -0.236 1.740 -0.854 0.21 -0.02 -0.20
C 0.988 1.364 -1.679 0.31 -0.29 -0.54
N 1.101 -0.103 -1.868 -0.32 0.39 -0.23
C 2.312 -0.484 -2.589 0.09 0.37 -0.97
H -0.309 2.828 -0.768 -0.11 -0.13 -0.10
H -0.167 1.327 0.143 0.09 -0.08 0.31
H -1.151 1.326 -1.283 0.00 0.17 -0.12
H 1.910 1.669 -1.157 -0.31 0.06 -0.22
H 0.963 1.887 -2.675 0.10 -0.28 0.70
H 0.277 -0.417 -2.398 0.48 0.13 0.31
H 2.329 -1.571 -2.759 -0.14 0.37 -0.10
H 2.423 0.067 -3.587 -0.09 -0.72 1.04
H 3.209 -0.263 -2.002 -0.20 0.15 0.06
```
Positions in Å, forces in eV/Å.

Energy relative to the best compared isomer or geometry (same formula, charge and spin) in kcal per mole: 42.4
LUMO energy in eV: 1.0
DFT total energy in hartree: -363.719549
SMILES string: N/C=C/N.CCNC
HOMO energy in eV: -8.730
HOMO-LUMO gap in eV: 9.78


3.
Computed, not measured: a cluster of 2 separate species, C4H13N3 in total, with ωB97M-V/def2-TZVPD.

XYZ file:
```
20
Properties=species:S:1:pos:R:3:forces:R:3
C -1.427 -0.512 -0.996 0.69 -1.37 0.99
C 1.395 0.000 0.838 -0.21 -1.97 -1.01
C -1.415 1.603 0.115 0.02 0.06 0.27
C 2.143 1.125 0.168 0.09 0.06 0.06
N -0.721 0.650 -0.704 -1.07 3.38 -0.50
N -0.341 -1.401 -0.603 0.12 -2.51 -1.99
N -0.642 -2.670 -0.258 -0.51 -0.06 0.34
H 0.766 -0.739 0.022 1.00 1.84 1.58
H 0.046 -3.332 -0.592 0.20 0.10 0.40
H -0.899 -2.796 0.718 -0.24 -0.25 -0.19
H -2.374 -0.702 -0.459 0.01 0.19 -0.05
H -1.540 -0.686 -2.076 -0.25 0.24 0.05
H 0.727 0.306 1.637 -0.11 0.13 0.09
H 2.064 -0.779 1.225 0.20 0.27 0.29
H -1.934 2.344 -0.510 0.02 -0.07 -0.12
H -0.700 2.168 0.722 -0.02 -0.06 -0.10
H -2.174 1.168 0.785 0.11 -0.06 -0.12
H 1.461 1.869 -0.239 -0.01 0.08 0.06
H 2.745 0.775 -0.673 0.00 -0.11 0.05
H 2.822 1.607 0.879 -0.04 0.10 -0.10
```
Positions in Å, forces in eV/Å.

Energy relative to the best compared isomer or geometry (same formula, charge and spin) in kcal per mole: 146.3
LUMO energy (spin up / spin down) in eV: 0.0 / 0.2
DFT total energy in hartree: -324.241752
HOMO energy (spin up / spin down) in eV: -8.232 / -7.638
HOMO-LUMO gap (spin up / spin down) in eV: 8.26 / 7.80


4.
Computed, not measured: a structure of composition C26H29I2N4O3S2Se2Ti, with ωB97M-V/def2-TZVPD.

XYZ file:
```
69
Properties=species:S:1:pos:R:3:forces:R:3
Ti 0.141 0.234 0.153 0.66 0.14 -0.47
I -4.609 6.488 0.554 0.03 -0.03 0.00
C -3.141 4.999 0.679 -0.01 -0.01 -0.08
C -2.508 4.757 1.885 -0.01 0.04 0.13
C -1.552 3.759 1.959 0.07 -0.04 -0.13
I -0.571 3.346 3.751 0.00 0.05 0.01
C -1.191 2.977 0.840 -0.22 0.04 -0.09
O -0.331 2.019 0.941 0.01 -0.23 0.17
C -1.848 3.267 -0.385 0.12 -0.12 0.18
C -1.434 2.508 -1.616 -0.04 0.10 -0.08
N -1.502 1.047 -1.461 0.22 -0.25 0.25
C -2.874 0.549 -1.385 -0.06 0.08 -0.12
C -2.875 -0.954 -1.333 0.05 0.05 -0.12
C -3.665 -1.651 -0.432 -0.05 -0.13 0.10
C -3.564 -3.034 -0.385 0.08 0.06 -0.09
C -2.686 -3.662 -1.254 -0.08 -0.02 0.09
C -1.970 -2.881 -2.147 0.14 0.02 -0.09
N -2.057 -1.555 -2.198 -0.15 -0.08 0.11
C -2.810 4.257 -0.448 -0.09 0.07 -0.02
H -2.758 5.333 2.765 0.01 -0.01 0.00
H -0.398 2.751 -1.859 0.01 -0.01 0.01
H -2.067 2.833 -2.454 0.02 -0.02 -0.02
H -1.050 0.616 -2.266 -0.04 -0.02 0.00
H -3.454 0.883 -2.260 -0.01 0.00 0.03
H -3.361 0.963 -0.501 0.02 0.00 0.02
H -4.322 -1.116 0.242 0.02 0.01 0.00
H -4.146 -3.606 0.327 0.00 0.00 0.01
H -2.551 -4.735 -1.239 0.01 0.00 -0.01
H -1.274 -3.337 -2.844 -0.02 -0.01 0.02
H -3.305 4.457 -1.392 0.01 -0.01 0.00
O 3.581 2.641 0.658 -0.02 0.11 -0.02
C 4.549 1.626 0.729 0.02 -0.04 0.00
C 4.214 0.328 -0.029 0.00 0.05 -0.05
C 5.578 -0.343 -0.285 -0.01 0.04 0.02
O 5.503 -1.640 -0.862 0.00 -0.05 -0.01
C 3.402 -0.655 0.830 0.03 0.03 0.09
Se 2.008 0.087 2.006 -0.14 0.04 -0.18
C 3.614 0.608 -1.416 0.03 0.02 0.05
Se 1.737 1.149 -1.671 -0.13 -0.09 0.24
H 2.744 2.268 0.985 0.05 -0.04 0.01
H 4.772 1.368 1.775 0.01 -0.03 0.00
H 5.458 2.057 0.295 0.00 0.00 0.00
H 6.130 -0.381 0.665 0.01 -0.01 -0.01
H 6.158 0.260 -0.988 0.00 -0.01 0.00
H 4.834 -2.146 -0.385 0.02 0.04 0.00
H 4.092 -1.176 1.502 -0.01 0.00 0.02
H 2.936 -1.401 0.189 -0.06 -0.07 -0.01
H 3.771 -0.280 -2.027 -0.04 -0.04 -0.01
H 4.194 1.415 -1.870 -0.02 0.02 -0.01
C 1.328 -2.112 -2.711 0.05 0.01 -0.06
C 1.198 -2.524 -1.292 0.01 0.09 -0.04
N 0.517 -1.851 -0.322 -0.32 0.24 -0.24
C 0.304 -2.693 0.741 0.04 -0.28 0.34
C 0.932 -3.891 0.735 -0.05 0.23 -0.15
S 1.823 -4.065 -0.747 0.04 -0.09 -0.06
C -0.659 -2.242 1.731 -0.17 -0.11 0.16
C -1.200 -2.933 2.765 0.08 0.00 -0.11
S -2.399 -1.984 3.532 -0.03 0.09 0.01
C -2.114 -0.704 2.418 0.00 -0.06 0.01
N -1.190 -0.985 1.544 -0.08 0.28 0.19
C -2.880 0.572 2.476 -0.03 -0.04 -0.02
H 0.463 -1.509 -2.994 0.01 0.01 -0.01
H 1.370 -3.000 -3.352 -0.02 -0.03 0.02
H 2.211 -1.508 -2.928 0.04 0.04 0.02
H 0.923 -4.641 1.507 0.00 -0.02 -0.01
H -0.959 -3.930 3.091 -0.01 0.01 0.01
H -3.954 0.391 2.395 0.00 -0.03 0.00
H -2.562 1.214 1.660 -0.04 -0.01 0.03
H -2.692 1.099 3.412 0.01 0.00 -0.02
```
Positions in Å, forces in eV/Å.

Energy relative to the best compared isomer or geometry (same formula, charge and spin) in kcal per mole: 5.8
LUMO energy (spin up / spin down) in eV: 2.0 / 2.0
DFT total energy in hartree: -8497.179465
Multiplicity: 3
HOMO energy (spin up / spin down) in eV: -2.077 / -4.185
HOMO-LUMO gap (spin up / spin down) in eV: 4.09 / 6.19
Charge: -1